one:
{
  "formula": "C7H28O7",
  "method": "ωB97M-V/def2-TZVPD",
  "molar_mass_g_mol": 224.29,
  "gap_ha": 0.368,
  "smiles": "CO.CO.CO.CO.CO.CO.CO",
  "elements": ["O", "O", "O", "O", "O", "O", "O", "C", "C", "C", "C", "C", "C", "C", "H", "H", "H", "H", "H", "H", "H", "H", "H", "H", "H", "H", "H", "H", "H", "H", "H", "H", "H", "H", "H", "H", "H", "H", "H", "H", "H", "H"],
  "positions_angstrom": [[16.743, 13.177, 4.785], [20.743, 17.291, 12.639], [17.687, 19.451, 5.058], [17.303, 15.053, 11.152], [21.728, 15.056, 7.885], [14.269, 14.827, 7.714], [19.123, 15.430, 8.627], [18.319, 18.211, 4.693], [18.256, 15.328, 7.494], [14.609, 15.378, 8.976], [22.259, 15.598, 6.674], [15.462, 13.450, 4.237], [20.156, 16.704, 11.477], [16.971, 15.706, 12.375], [14.534, 14.629, 9.763], [19.910, 15.666, 11.700], [14.796, 13.904, 4.975], [19.370, 18.216, 4.986], [15.661, 15.690, 8.983], [20.834, 16.766, 10.624], [17.742, 20.048, 4.309], [14.037, 16.272, 9.234], [18.212, 18.087, 3.615], [19.259, 17.255, 11.205], [13.982, 15.549, 7.149], [15.613, 14.087, 3.371], [21.823, 15.061, 5.824], [14.942, 12.543, 3.908], [16.985, 14.148, 11.237], [17.769, 17.440, 5.226], [17.733, 14.374, 7.563], [17.070, 16.779, 12.218], [18.814, 15.443, 6.565], [23.343, 15.487, 6.668], [17.579, 16.190, 7.465], [17.688, 15.458, 13.161], [16.608, 12.746, 5.634], [21.529, 16.783, 12.854], [22.033, 16.670, 6.649], [20.853, 15.455, 8.051], [18.544, 15.404, 9.400], [15.965, 15.517, 12.752]]
}

=====

two:
{
  "formula": "C7H28O7",
  "method": "ωB97M-V/def2-TZVPD",
  "molar_mass_g_mol": 224.29,
  "gap_ha": 0.358,
  "smiles": "CO.CO.CO.CO.CO.CO.CO",
  "elements": ["O", "O", "O", "O", "O", "O", "O", "C", "C", "C", "C", "C", "C", "C", "H", "H", "H", "H", "H", "H", "H", "H", "H", "H", "H", "H", "H", "H", "H", "H", "H", "H", "H", "H", "H", "H", "H", "H", "H", "H", "H", "H"],
  "positions_angstrom": [[0.162, 0.347, 2.620], [-4.080, 2.559, -3.749], [0.093, -2.469, 2.922], [3.703, 1.486, -1.170], [-0.579, -0.339, -0.618], [1.212, -2.428, -1.453], [-5.232, -1.823, 0.847], [0.004, 0.888, -0.973], [-4.029, -1.784, 0.072], [-3.529, 3.176, -2.665], [0.647, 0.704, 3.883], [4.865, 2.307, -1.146], [1.080, -3.073, 2.125], [2.535, -2.060, -1.251], [-3.478, 4.249, -2.845], [0.837, -3.236, 1.075], [0.106, 0.127, 4.634], [0.658, 1.779, 4.064], [1.053, 0.922, -1.268], [-5.431, -2.762, 0.883], [-4.847, 3.032, -4.079], [-4.251, -2.228, -0.899], [0.573, -1.733, -1.279], [1.702, 0.439, 3.960], [-2.516, 2.906, -2.367], [0.640, 0.889, 1.989], [5.115, 2.724, -2.122], [-3.705, -0.743, 0.076], [2.978, 2.109, -1.247], [1.946, -2.413, 2.165], [4.825, 3.057, -0.356], [-0.784, -0.323, 0.319], [-0.120, 1.647, -0.200], [2.530, -1.606, -0.260], [3.016, -1.465, -2.027], [1.393, -4.012, 2.582], [-4.185, 3.144, -1.796], [5.687, 1.699, -0.769], [3.080, -3.001, -1.177], [0.168, -1.517, 2.826], [-3.221, -2.392, 0.478], [-0.620, 1.215, -1.805]]
}

=====

The least stable of the structures above is two, whereas one is the most stable.